No. 1
Here is C33H23ClCrIN6OS as an isolated structure from the Open Molecules 2025 dataset. Energies are from ωB97M-V with the def2-TZVPD basis set.

Geometry as XYZ:
```
67
C33H23ClCrIN6OS, DFT ωB97M-V with the def2-TZVPD basis set
Cr 0.046 -0.200 -0.464
Cl 1.672 -7.179 0.973
C 1.057 -5.563 0.822
C -0.137 -5.213 1.475
C -0.643 -3.948 1.367
C 0.004 -2.946 0.599
O -0.538 -1.776 0.521
C 1.228 -3.310 -0.039
C 2.034 -2.404 -0.787
N 1.780 -1.151 -1.003
C 2.691 -0.332 -1.705
C 4.021 -0.583 -1.912
C 4.817 0.312 -2.659
C 4.291 1.453 -3.190
C 2.929 1.766 -2.963
C 2.305 2.934 -3.459
C 0.990 3.176 -3.179
C 0.292 2.261 -2.371
N 0.841 1.168 -1.893
C 2.142 0.885 -2.201
C 1.723 -4.631 0.086
H -0.653 -5.960 2.065
H -1.562 -3.671 1.867
H 2.946 -2.833 -1.203
H 4.486 -1.466 -1.495
H 5.863 0.078 -2.808
H 4.901 2.132 -3.770
H 2.882 3.627 -4.058
H 0.485 4.057 -3.548
H -0.740 2.441 -2.093
H 2.650 -4.897 -0.407
N -3.852 0.990 0.969
C -3.748 0.750 2.368
C -4.824 0.256 3.083
C -4.682 0.005 4.441
C -3.461 0.205 5.066
C -2.375 0.667 4.335
C -2.531 0.969 2.992
S -1.219 1.655 2.038
N -1.553 0.953 0.512
C -2.772 0.765 0.160
C -3.023 0.269 -1.229
C -4.255 0.362 -1.856
C -4.378 -0.126 -3.150
C -3.274 -0.684 -3.767
C -2.076 -0.716 -3.068
N -1.952 -0.248 -1.832
H -4.742 0.718 0.583
H -5.771 0.075 2.587
H -5.528 -0.362 5.005
H -3.349 -0.005 6.120
H -1.410 0.807 4.806
H -5.106 0.825 -1.376
H -5.327 -0.064 -3.665
H -3.330 -1.083 -4.769
H -1.180 -1.135 -3.513
I 2.150 -0.913 2.721
C 2.481 1.058 2.106
C 3.352 1.844 2.851
C 3.556 3.151 2.445
C 2.889 3.616 1.322
C 2.050 2.746 0.652
N 1.842 1.479 1.028
H 3.847 1.438 3.720
H 4.224 3.795 3.001
H 3.012 4.631 0.971
H 1.509 3.078 -0.226
```

Calculated values
- Frontier orbital gap (alpha / beta): 6.59 / 6.93 eV
- 2S+1: 5
- Relative energy (zero: lowest compared OMol25 entry of this formula, charge and spin): 2.6 kcal per mole
- Charge: +1
- LUMO level (alpha / beta): -3.10 / -3.07 eV

Partial charges, Mulliken, in e: 0.217, -0.222, 0.061, -0.617, -0.773, 0.139, -0.088, 0.995, -0.162, 0.807, 0.087, -0.776, -1.080, -0.809, 0.818, -0.867, -1.033, -0.355, 0.836, 0.305, -1.220, 0.432, 0.455, 0.168, 0.433, 0.407, 0.445, 0.465, 0.438, 0.451, 0.447, -0.157, 0.301, -0.790, -0.610, -0.698, -0.648, 0.672, -0.232, 0.094, 0.404, 0.670, -0.894, -0.643, -0.878, -0.340, 0.477, 0.139, 0.372, 0.395, 0.400, 0.455, 0.542, 0.446, 0.446, 0.527, 0.121, -0.092, -0.632, -0.355, -0.932, -0.102, 0.401, 0.451, 0.404, 0.475, 0.406

=====

No. 2
Here is C5H5N3 as an isolated structure from the Open Molecules 2025 dataset. Energies are from ωB97M-V with the def2-TZVPD basis set.

Geometry as XYZ:
```
13
C5H5N3, DFT ωB97M-V with the def2-TZVPD basis set
C 1.863 -0.532 -0.073
C 1.197 0.885 0.058
C -0.114 0.573 -0.123
C -2.150 -0.411 0.009
C -0.257 -0.932 -0.087
H 2.229 -0.676 0.968
H 2.667 -0.407 -0.967
H 1.570 1.992 0.321
H -1.641 1.857 0.378
H -3.187 -0.128 0.007
N -1.444 0.869 -0.355
N -1.565 -1.488 0.070
N 0.832 -1.602 -0.208
```

Calculated values
- Frontier orbital gap: 9.41 eV
- Relative energy (zero: lowest compared OMol25 entry of this formula, charge and spin): 73.3 kcal per mole
- LUMO level: 0.51 eV

Partial charges, Mulliken, in e: -0.134, -0.706, 0.372, 0.062, 0.289, 0.232, 0.296, 0.266, 0.360, 0.402, -0.383, -0.479, -0.576

=====

No. 3
Here is C26H37N9O5PS2Tl as an isolated structure from the Open Molecules 2025 dataset. Energies are from ωB97M-V with the def2-TZVPD basis set.

Geometry as XYZ:
```
81
C26H37N9O5PS2Tl, DFT ωB97M-V with the def2-TZVPD basis set
Tl 0.291 -1.086 0.430
C 0.316 -4.864 3.438
C 0.710 -3.613 2.712
N 0.023 -2.555 2.635
N -1.166 -2.455 3.257
C -1.754 -1.239 3.318
N -2.894 -1.173 3.995
S -1.075 0.129 2.604
C 2.048 -3.474 2.083
C 3.113 -4.242 2.516
C 4.368 -4.035 1.963
C 4.514 -3.078 0.978
C 3.401 -2.347 0.600
N 2.197 -2.528 1.146
H -0.754 -5.056 3.347
H 0.556 -4.779 4.503
H 0.835 -5.729 3.036
H -1.613 -3.261 3.667
H -3.291 -1.962 4.478
H -3.370 -0.290 4.058
H 2.976 -4.977 3.298
H 5.214 -4.620 2.300
H 5.470 -2.897 0.503
H 3.475 -1.599 -0.172
O 3.367 2.129 -0.179
C 2.764 0.965 -0.106
O 2.353 0.451 0.918
C 2.672 0.281 -1.424
C 3.528 0.523 -2.475
C 3.389 -0.251 -3.625
C 2.398 -1.213 -3.684
C 1.585 -1.394 -2.569
N 1.732 -0.666 -1.477
C 0.459 -2.397 -2.557
O 0.048 -2.829 -3.624
O -0.003 -2.664 -1.387
H 3.360 2.548 0.694
H 4.297 1.281 -2.389
H 4.054 -0.098 -4.466
H 2.227 -1.826 -4.558
C -1.035 4.680 -1.819
N -0.295 3.462 -1.484
C 0.353 2.810 -2.622
P -0.401 2.747 -0.012
O -0.178 1.265 -0.165
N -1.864 3.025 0.666
C -2.226 4.240 1.387
C -2.993 2.150 0.342
N 0.725 3.504 0.942
C 0.848 3.058 2.335
C 1.108 4.906 0.757
H -1.839 4.467 -2.528
H -0.367 5.412 -2.279
H -1.473 5.131 -0.930
H -0.338 2.760 -3.466
H 0.641 1.795 -2.357
H 1.244 3.360 -2.939
H -1.357 4.874 1.547
H -2.648 3.984 2.362
H -2.974 4.815 0.836
H -2.639 1.236 -0.130
H -3.702 2.651 -0.327
H -3.518 1.878 1.261
H 0.689 1.988 2.403
H 0.141 3.567 2.998
H 1.859 3.266 2.699
H 0.991 5.201 -0.283
H 2.158 5.036 1.032
H 0.526 5.584 1.390
S -2.346 -1.690 0.306
C -3.064 -1.958 -1.256
N -2.446 -2.691 -2.200
C -2.950 -2.914 -3.428
C -4.174 -2.409 -3.767
C -4.872 -1.671 -2.809
C -4.325 -1.447 -1.560
H -1.485 -2.987 -1.976
H -2.328 -3.489 -4.098
H -4.579 -2.579 -4.754
H -5.840 -1.251 -3.053
H -4.847 -0.878 -0.805
```

Calculated values
- Frontier orbital gap: 6.75 eV
- Relative energy (zero: lowest compared OMol25 entry of this formula, charge and spin): 13.4 kcal per mole
- Charge: +2
- LUMO level: -6.39 eV

Partial charges, Mulliken, in e: 2.159, -1.968, 0.947, 0.067, -0.398, 0.226, -0.335, -0.223, 0.614, -0.971, -0.536, -1.332, -0.141, 0.138, 0.527, 0.392, 0.472, 0.191, 0.190, 0.218, 0.474, 0.454, 0.498, 0.735, -0.494, 0.063, -0.645, 0.139, -0.563, -0.995, -0.475, 0.154, 1.177, 0.126, -0.690, -0.981, 0.531, 0.638, 0.492, 0.587, -1.189, 0.770, -0.791, -1.632, 0.116, 1.169, -1.148, -1.000, 0.757, -0.826, -1.158, 0.313, 0.418, 0.319, 0.336, -0.020, 0.259, 0.274, 0.279, 0.340, 0.090, 0.295, 0.277, 0.021, 0.264, 0.420, 0.379, 0.335, 0.351, -0.170, 0.610, 0.075, -0.228, -0.719, -0.315, -0.799, 0.239, 0.499, 0.435, 0.425, 0.465

=====

No. 4
Here is C43H35ClMoN6O3S3 as an isolated structure from the Open Molecules 2025 dataset. Energies are from ωB97M-V with the def2-TZVPD basis set.

Geometry as XYZ:
```
92
C43H35ClMoN6O3S3, DFT ωB97M-V with the def2-TZVPD basis set
Mo -0.268 -0.631 0.295
Cl 3.472 -2.300 5.921
C 2.906 -1.562 4.442
C 3.320 -2.066 3.212
C 2.865 -1.485 2.041
C 1.969 -0.407 2.076
O 1.521 0.162 0.960
C 1.568 0.093 3.325
C 0.662 1.249 3.438
N -0.163 1.635 2.550
C -0.934 2.782 2.870
C -1.835 2.766 3.897
C -2.643 3.893 4.184
C -2.522 5.034 3.453
C -1.563 5.101 2.408
C -1.342 6.283 1.661
C -0.370 6.305 0.711
C 0.384 5.128 0.492
N 0.203 4.009 1.142
C -0.762 3.979 2.103
C 2.058 -0.475 4.498
H 3.997 -2.910 3.180
H 3.159 -1.864 1.070
H 0.727 1.796 4.388
H -1.941 1.863 4.484
H -3.357 3.839 4.997
H -3.132 5.903 3.670
H -1.951 7.158 1.861
H -0.169 7.193 0.127
H 1.164 5.125 -0.264
H 1.754 -0.074 5.459
C -2.314 -4.474 -1.908
C -2.111 -3.140 -1.230
S -0.870 -3.048 -0.027
C -2.858 -2.058 -1.476
C -3.988 -2.001 -2.468
S -2.501 -0.591 -0.594
H -1.662 -5.234 -1.480
H -2.087 -4.408 -2.975
H -3.346 -4.817 -1.809
H -4.427 -2.986 -2.630
H -3.648 -1.623 -3.437
H -4.775 -1.330 -2.121
C 5.180 -1.938 -7.339
C 4.680 -3.340 -7.569
O 4.115 -3.688 -8.561
S 5.059 -4.558 -6.226
C 4.067 -3.802 -4.955
C 2.677 -3.862 -5.027
C 1.900 -3.274 -4.043
C 2.490 -2.620 -2.956
C 3.887 -2.570 -2.890
C 4.665 -3.153 -3.878
C 1.676 -2.032 -1.932
C 0.965 -1.518 -1.091
H 4.723 -1.259 -8.054
H 6.263 -1.944 -7.474
H 4.977 -1.622 -6.316
H 2.211 -4.372 -5.861
H 0.820 -3.320 -4.099
H 4.356 -2.059 -2.059
H 5.745 -3.112 -3.817
N -2.823 4.240 -0.789
C -1.996 4.217 -1.863
O -2.080 5.023 -2.769
C -0.936 3.153 -1.897
C 0.075 3.263 -2.841
C 1.078 2.318 -2.857
C 1.018 1.256 -1.970
N 0.010 1.101 -1.106
C -0.921 2.062 -1.055
H -3.538 4.947 -0.771
H -2.730 3.625 -0.002
H 0.054 4.097 -3.531
H 1.905 2.380 -3.550
H 1.777 0.489 -1.947
H -1.682 1.933 -0.298
N -0.724 -2.722 4.095
C -0.168 -2.411 2.917
N -0.816 -1.466 2.282
C -1.908 -1.139 3.103
C -2.974 -0.262 2.921
C -3.934 -0.203 3.911
C -3.844 -0.982 5.077
C -2.797 -1.860 5.268
C -1.854 -1.930 4.249
H -0.386 -3.430 4.722
H 0.719 -2.899 2.546
H -3.058 0.342 2.030
H -4.777 0.463 3.786
H -4.611 -0.897 5.836
H -2.724 -2.476 6.155
```

Calculated values
- Frontier orbital gap (alpha / beta): 5.94 / 6.02 eV
- Relative energy (zero: lowest compared OMol25 entry of this formula, charge and spin): 32.9 kcal per mole
- LUMO level (alpha / beta): -0.73 / -0.62 eV

Partial charges, Mulliken, in e: -0.006, -0.238, 0.194, -0.746, -0.175, -0.555, -0.732, 1.076, -0.464, 1.004, -1.104, 0.129, -1.134, -0.907, 1.453, -0.672, -0.619, -0.499, -0.247, 0.041, -1.018, 0.445, 0.530, 0.419, 0.683, 0.424, 0.413, 0.410, 0.423, 0.449, 0.510, -1.685, 0.760, -0.363, 0.391, -1.489, -0.402, 0.404, 0.316, 0.425, 0.371, 0.276, 0.382, -0.865, 0.629, -0.501, -0.118, -0.444, -0.371, -0.602, 0.212, -0.219, -0.553, 0.371, 0.634, 0.317, 0.275, 0.247, 0.459, 0.521, 0.475, 0.426, -0.082, 0.243, -0.700, -0.068, -0.384, -1.115, -0.304, 0.881, 0.009, 0.257, 0.055, 0.535, 0.464, 0.335, -0.118, 0.025, -1.267, 0.863, 0.214, -0.322, -0.876, -0.534, -1.134, 0.745, 0.287, 0.699, 0.185, 0.490, 0.402, 0.446

=====

No. 5
Here is a 2-piece molecular cluster, C5H7NO overall from the Open Molecules 2025 dataset. Energies are from ωB97M-V with the def2-TZVPD basis set.

Geometry as XYZ:
```
14
C5H7NO, DFT ωB97M-V with the def2-TZVPD basis set
O 1.280 -0.147 1.186
C 0.431 0.382 0.457
C -0.498 -1.242 -1.003
C 0.095 -2.123 -0.196
N 0.766 -2.625 0.673
C 0.390 1.594 -0.365
C -0.770 1.226 0.623
H 1.133 -1.709 1.144
H -1.548 -1.032 -0.872
H -0.021 -1.011 -1.949
H 1.121 2.328 -0.007
H 0.174 1.606 -1.432
H -1.737 0.991 0.169
H -0.818 1.761 1.572
```

Calculated values
- Frontier orbital gap: 9.96 eV
- Structure (SMILES): O=C1CC1.C=C=N
- Relative energy (zero: lowest compared OMol25 entry of this formula, charge and spin): 93.4 kcal per mole
- LUMO level: 0.67 eV

Partial charges, Mulliken, in e: -0.717, 0.823, -0.984, 0.632, -0.656, -0.564, -0.563, 0.412, 0.345, 0.316, 0.263, 0.226, 0.198, 0.268

=====

No. 6
Here is a 2-piece molecular cluster, C8H7F3NO2S overall from the Open Molecules 2025 dataset. Energies are from ωB97M-V with the def2-TZVPD basis set.

Geometry as XYZ:
```
22
C8H7F3NO2S, DFT ωB97M-V with the def2-TZVPD basis set
C 0.612 -2.602 0.495
C -0.491 -1.790 0.574
C 1.435 -2.327 -0.576
C -0.521 -0.827 -0.354
C 2.054 1.682 -0.014
C 1.559 2.213 1.193
C -1.634 0.020 -0.606
C -2.828 -0.036 0.296
N -1.518 0.875 -1.498
O 2.414 0.542 -0.334
O 2.184 2.623 -1.008
F -2.810 -0.117 1.662
F -3.576 -1.101 0.000
F -3.605 1.084 0.112
S 0.794 -1.028 -1.483
H 0.898 -3.309 1.282
H -0.894 -1.633 1.572
H 2.305 -2.955 -0.912
H 1.628 3.258 1.174
H 1.756 1.601 2.043
H -2.134 1.597 -1.788
H 2.371 2.230 -1.829
```

Calculated values
- Frontier orbital gap: 5.59 eV
- Charge: -1
- LUMO level: 3.11 eV

Partial charges, Mulliken, in e: -0.523, -0.289, -0.246, 0.432, 0.870, -1.292, -0.107, 0.998, -0.553, -0.768, -0.543, -0.269, -0.251, -0.302, -0.139, 0.341, 0.208, 0.349, 0.342, 0.230, 0.228, 0.285

=====

No. 7
Here is C18H45N7O12Zn2 as an isolated structure from the Open Molecules 2025 dataset. Energies are from ωB97M-V with the def2-TZVPD basis set.

Geometry as XYZ:
```
84
C18H45N7O12Zn2, DFT ωB97M-V with the def2-TZVPD basis set
Zn -0.210 -1.006 -3.732
Zn 3.370 0.668 -2.754
C 0.975 0.367 -2.103
O -0.243 0.569 -2.456
O 1.776 1.200 -1.590
O 1.512 -0.620 -2.798
C 4.072 0.553 -5.155
O 4.660 -0.107 -4.189
O 4.128 0.197 -6.372
O 2.867 0.985 -4.780
C -2.302 2.855 -0.257
O -3.171 3.236 0.511
N -0.973 2.817 0.098
N -2.538 2.313 -1.487
H -0.300 2.468 -0.562
H -0.805 2.874 1.084
H -3.473 2.149 -1.800
H -1.720 1.860 -1.865
C 3.092 3.962 0.720
O 3.562 4.389 -0.325
N 3.303 4.585 1.934
N 2.108 3.016 0.748
H 3.683 5.508 1.826
H 2.733 4.332 2.718
H 1.777 2.786 1.667
H 1.873 2.476 -0.080
C -5.083 1.093 7.281
O -4.596 -0.222 7.156
C -4.181 -0.547 5.851
C -3.879 -2.033 5.725
N -3.694 -2.454 4.356
C -2.403 -2.082 3.808
C -2.299 -2.290 2.301
O -1.141 -1.608 1.845
C -1.305 -0.998 0.597
H -4.549 1.808 6.648
H -4.977 1.463 8.299
H -6.147 1.059 7.023
H -3.359 0.087 5.501
H -5.074 -0.354 5.240
H -4.828 -2.455 6.072
H -3.118 -2.337 6.455
H -3.822 -3.454 4.285
H -1.600 -2.690 4.252
H -2.151 -1.040 4.004
H -3.181 -1.927 1.765
H -2.218 -3.370 2.112
H -0.446 -0.347 0.417
H -2.213 -0.404 0.470
H -1.187 -1.713 -0.230
C 6.609 2.211 -0.513
C 5.696 1.324 -1.358
C 5.078 0.200 -0.526
O 4.380 -0.645 -1.429
C 3.999 -1.903 -0.937
N 4.620 2.152 -2.016
H 7.245 1.609 0.131
H 6.033 2.968 0.030
H 7.197 2.874 -1.153
H 6.229 0.913 -2.217
H 4.339 0.644 0.160
H 5.834 -0.345 0.042
H 3.547 -2.503 -1.719
H 3.364 -1.751 -0.057
H 4.867 -2.477 -0.590
H 4.392 2.932 -1.395
H 5.093 2.602 -2.796
C -2.573 -4.213 -2.161
C -2.017 -3.132 -3.083
C -2.857 -1.873 -3.185
O -2.217 -0.898 -4.018
C -3.068 0.148 -4.493
N -0.646 -2.748 -2.601
H -3.608 -4.458 -2.412
H -2.608 -3.804 -1.149
H -2.005 -5.134 -2.255
H -1.888 -3.529 -4.095
H -3.101 -1.508 -2.180
H -3.817 -2.107 -3.654
H -4.097 -0.159 -4.692
H -2.655 0.470 -5.444
H -3.146 0.937 -3.748
H -0.017 -3.390 -3.086
H -0.509 -3.020 -1.634
```

Calculated values
- Frontier orbital gap: 4.12 eV
- Relative energy (zero: lowest compared OMol25 entry of this formula, charge and spin): 46.2 kcal per mole
- LUMO level: -1.48 eV

Partial charges, Mulliken, in e: 0.226, 1.170, 1.832, -0.674, -0.954, -1.497, 0.639, -0.719, -0.750, -0.717, 0.473, -0.671, -0.266, -0.295, 0.120, 0.169, 0.170, 0.272, 0.661, -0.722, -0.446, -0.038, 0.270, 0.167, 0.145, 0.125, -0.731, -0.356, -0.358, -0.601, -0.231, -0.571, -0.670, -0.341, -0.334, 0.310, 0.254, 0.283, 0.291, 0.280, 0.340, 0.298, 0.237, 0.248, 0.389, 0.418, 0.225, 0.096, 0.416, -0.067, -1.313, 0.210, -0.720, -0.109, -0.906, -0.326, 0.399, 0.186, 0.369, 0.454, 0.227, 0.520, 0.221, 0.361, 0.321, 0.056, 0.371, -1.366, 0.139, -0.518, 0.066, -0.632, -0.188, 0.416, 0.295, 0.382, 0.403, 0.270, 0.498, 0.329, 0.325, 0.078, 0.354, 0.310

=====

No. 8
Here is a 2-piece molecular cluster, C6H14 overall from the Open Molecules 2025 dataset. Energies are from ωB97M-V with the def2-TZVPD basis set.

Geometry as XYZ:
```
20
C6H14, DFT ωB97M-V with the def2-TZVPD basis set
C -1.560 -0.528 1.269
C -0.960 -0.654 -0.204
C 0.159 0.301 -0.482
C -0.088 1.702 -0.812
C 0.058 2.733 0.238
C 1.092 2.711 -1.285
H -0.725 -0.750 1.938
H -2.015 0.484 1.466
H -2.306 -1.347 1.406
H -1.873 -0.485 -0.932
H -0.686 -1.751 -0.293
H 2.199 -9.030 1.713
H 1.019 -0.185 -0.845
H -0.989 1.877 -1.467
H 0.692 2.478 1.069
H 2.369 -9.684 1.395
H -0.682 3.532 0.308
H 1.151 2.471 -2.372
H 1.179 3.825 -1.307
H 1.965 2.299 -0.801
```

Calculated values
- Frontier orbital gap: 4.50 eV
- Relative energy (zero: lowest compared OMol25 entry of this formula, charge and spin): 186.2 kcal per mole
- LUMO level: -0.69 eV

Partial charges, Mulliken, in e: -1.099, -0.573, -0.881, 0.413, -0.720, -1.302, 0.332, 0.228, 0.362, 0.211, 0.313, 0.001, 0.281, 0.394, 0.434, -0.001, 0.389, 0.372, 0.412, 0.435